ORCA calculation (ωB97M-V/def2-TZVPD) on a structure of composition C42H55ClN6O6PPbSSi in a non-equilibrium geometry.

Kohn-Sham gap in eV: 8.1
Total charge: +1
E_LUMO in eV: -2.041
Electronic energy in hartree: -4095.36964

XYZ file:
```
114
Properties=species:S:1:pos:R:3:forces:R:3:mulliken_charge:R:1
Pb -0.234100 -0.470800 -0.396900 0.6 0.0 0.0 1.705
N 0.226000 3.238200 0.965900 -0.1 0.0 0.0 -0.421
N -1.031200 3.799700 0.737100 0.0 0.5 0.2 -0.620
C -1.955200 3.272200 -0.091100 -0.1 -0.2 -0.1 0.552
N -3.048700 4.037500 -0.291600 0.0 0.2 0.1 -0.485
S -1.941400 1.772500 -0.832300 -0.2 0.5 -0.1 -0.181
H 0.351100 3.042100 1.956200 -0.1 0.1 -0.1 0.303
H 0.959300 3.872400 0.649300 -0.2 -0.1 0.0 0.324
H -1.224800 4.726900 1.110700 0.1 -0.3 -0.1 0.231
H -3.051000 5.026700 -0.105900 0.0 0.1 0.0 0.194
H -3.709400 3.697600 -0.970500 0.0 0.0 0.0 0.234
O 1.908800 -1.509600 0.626400 -0.4 -0.1 -0.4 0.637
C 2.306400 -2.816800 0.548000 0.0 -0.8 0.6 -0.060
C 2.709600 -3.469500 1.647300 -0.6 -0.1 -0.3 -1.254
C 3.803900 -4.486000 1.624600 -0.4 -0.3 0.2 -0.335
C 4.279400 -4.818800 0.193700 -0.1 -0.2 -0.1 -0.436
C 3.310300 -4.478400 -0.877100 -0.4 0.3 -0.1 -1.213
C 2.386400 -3.500700 -0.753700 0.8 -0.5 0.0 0.660
C 1.406100 -3.246200 -1.802100 -0.3 -0.1 -0.4 -0.557
N 0.370200 -2.411200 -1.795600 0.7 -0.4 0.5 0.710
C -0.277200 -2.555300 -2.983400 0.1 -0.3 -0.4 -0.565
C 0.357400 -3.502700 -3.730000 -0.5 0.3 0.0 -1.420
N 1.406800 -3.931500 -2.975100 0.2 0.1 0.2 -0.012
H 2.486700 -3.049800 2.615100 0.0 0.2 0.1 0.635
H 3.631600 -5.331200 2.293100 0.0 0.0 0.0 0.532
H 4.589900 -5.859800 0.092000 0.0 0.1 0.0 0.713
H 3.382300 -5.072700 -1.774600 -0.1 -0.1 -0.2 0.436
H -1.114500 -1.934500 -3.229100 -0.1 0.1 -0.2 0.799
H 0.153200 -3.883700 -4.709300 0.0 -0.1 -0.2 0.461
H 2.055300 -4.651800 -3.248600 0.0 0.1 0.1 0.167
C 2.791000 1.192800 0.355700 0.1 -0.5 0.3 2.273
Si 2.893300 -0.364100 1.433600 0.7 0.2 0.6 -0.763
C 2.084000 -0.093700 3.156800 0.2 -0.2 -0.5 -0.899
N 0.629900 -0.130600 2.950900 0.2 0.2 -0.3 1.362
C -0.156400 0.901800 3.624600 -0.4 0.2 0.0 -0.244
C -0.979600 0.383100 4.812400 0.3 0.0 0.1 -0.745
C -0.187500 -0.685300 5.557700 -0.1 -0.1 0.0 -0.807
C 0.050100 -1.893700 4.641600 0.2 0.2 -0.2 -1.032
C 0.045400 -1.442300 3.168600 -0.1 -0.3 0.1 0.131
C 3.988700 2.051600 0.608500 0.1 0.1 0.1 -0.048
C 4.092800 2.766800 1.794200 0.0 0.0 0.0 -0.089
C 5.218200 3.517000 2.077500 0.0 0.1 0.2 -1.112
C 6.271100 3.557900 1.180000 0.1 0.1 0.0 -0.556
C 6.166900 2.870500 -0.016300 0.1 0.0 -0.1 -1.044
C 5.032800 2.130700 -0.302600 0.0 0.0 -0.1 -0.025
C 4.505500 -1.337200 1.373100 -0.2 0.5 0.7 1.303
C 5.046800 -1.499400 0.025400 0.2 -0.2 -0.3 -0.471
C 5.564700 -2.644900 -0.406800 0.0 0.0 -0.1 -1.424
C 5.530400 -3.894400 0.401700 0.3 0.1 -0.2 -0.300
C 5.136000 -3.692800 1.883900 0.4 0.1 0.2 -0.229
C 4.749100 -2.302200 2.279500 0.5 0.6 0.0 -1.061
H 2.718200 0.955000 -0.704200 -0.1 -0.2 0.0 0.599
H 1.888200 1.735600 0.632300 -0.2 -0.1 -0.1 -2.005
H 2.379200 0.885100 3.535700 0.0 0.1 0.0 0.692
H 2.401200 -0.809500 3.922600 0.2 -0.1 0.0 0.439
H -0.838200 1.341500 2.885200 0.0 0.1 0.1 -0.576
H 0.515600 1.685800 3.980000 0.1 0.0 0.0 0.546
H -1.920900 -0.040800 4.459400 -0.1 0.0 0.0 0.060
H -1.213500 1.206300 5.487200 -0.1 0.1 -0.1 0.569
H -0.716100 -0.986500 6.462800 0.1 0.0 0.0 0.520
H 0.770700 -0.260300 5.866600 0.0 0.0 0.1 0.236
H -0.733300 -2.642800 4.770200 0.0 0.0 0.0 0.564
H 0.998200 -2.371500 4.900000 -0.1 -0.1 0.0 0.242
H -0.987600 -1.384800 2.811700 0.2 -0.1 0.0 -0.094
H 0.567300 -2.168700 2.548800 -0.1 -0.1 -0.1 -0.302
H 3.276800 2.718100 2.500900 -0.1 0.1 0.2 0.333
H 5.271600 4.068600 3.003100 0.0 0.1 0.1 0.461
H 7.157700 4.133500 1.404500 0.0 0.0 0.0 0.433
H 6.970600 2.909700 -0.736200 0.1 0.0 -0.1 0.447
H 4.958800 1.616500 -1.250600 0.0 -0.1 -0.1 0.458
H 5.080000 -0.609400 -0.584100 0.0 0.0 -0.2 0.232
H 6.030000 -2.712600 -1.379100 0.0 0.1 -0.2 0.445
H 6.463500 -4.445800 0.259900 -0.1 0.0 0.0 0.517
H 5.796900 -4.184100 2.596600 0.0 0.0 0.0 0.457
H 4.482300 -2.169700 3.320000 -0.3 0.0 0.1 0.480
Cl 2.650200 6.581100 -3.945300 0.1 0.2 0.0 -0.221
C 1.984900 4.998400 -3.744500 -0.1 -0.1 0.0 0.110
C 1.608500 4.263900 -4.859100 0.1 0.1 0.0 -0.631
C 1.082600 2.995100 -4.695400 -0.1 -0.1 0.2 -0.537
C 0.944500 2.463400 -3.420200 0.0 -0.1 0.1 -0.323
C 1.312500 3.219000 -2.314200 0.0 -0.1 -0.1 1.103
C 1.826700 4.488500 -2.464900 0.1 0.1 -0.1 -0.832
C 0.379000 1.092900 -3.169000 0.0 0.2 -0.1 0.053
O -0.426900 0.579200 -3.920700 -0.2 -0.1 -0.2 -0.683
O 0.824700 0.558400 -2.073900 0.1 -0.4 0.6 -0.427
H 1.737000 4.683800 -5.844000 0.0 0.1 -0.1 0.457
H 0.775600 2.408600 -5.547100 0.0 -0.1 -0.1 0.509
H 1.172100 2.787300 -1.338000 0.0 0.0 0.1 0.117
H 2.120700 5.075800 -1.609100 0.1 0.1 0.1 0.405
C -3.162200 -4.446800 1.407700 -0.2 0.3 0.1 -0.801
C -3.716200 -3.339000 2.288100 0.2 -0.5 0.2 -0.008
O -4.133200 -2.201600 1.552100 0.1 0.5 -0.5 -0.455
P -3.060900 -1.063400 1.057200 -1.0 -0.2 0.1 0.897
O -4.152700 0.114200 0.870200 0.1 -0.2 -0.3 -0.465
C -4.497500 0.971200 1.950900 -0.2 0.2 0.2 0.096
C -5.864800 1.564200 1.661500 0.4 -0.2 0.1 -1.536
O -2.833000 -1.406800 -0.524000 0.3 0.0 0.4 -0.194
C -3.912000 -1.476700 -1.474100 -0.5 -0.2 -0.4 -0.336
C -4.012500 -2.874000 -2.057100 0.1 0.3 0.2 -1.066
H -2.827800 -5.267900 2.036400 0.1 -0.1 0.0 0.438
H -2.322200 -4.077900 0.822000 0.1 -0.1 -0.1 -0.016
H -3.930600 -4.814100 0.732900 0.0 -0.1 -0.1 0.275
H -2.960900 -3.045300 3.024000 0.0 0.0 0.1 0.052
H -4.606000 -3.687300 2.819500 0.2 0.1 0.0 0.355
H -3.743800 1.764800 2.028200 0.0 -0.1 0.0 0.057
H -4.508500 0.408400 2.889600 0.0 0.0 0.0 0.350
H -5.833800 2.103500 0.719900 0.0 0.1 -0.1 0.286
H -6.154800 2.245500 2.454800 -0.1 0.1 0.1 0.420
H -6.605100 0.773500 1.584500 -0.1 -0.1 0.0 0.346
H -3.694600 -0.736800 -2.248700 0.0 0.0 0.1 0.315
H -4.843200 -1.202000 -0.974100 0.1 0.0 -0.1 0.344
H -3.058800 -3.181900 -2.476100 0.1 -0.1 -0.1 0.170
H -4.760900 -2.882700 -2.842900 -0.1 0.0 -0.1 0.448
H -4.303500 -3.586400 -1.291000 0.0 -0.1 0.1 0.223
```
Forces are in eV/Å.

---

ORCA calculation (ωB97M-V/def2-TZVPD) on a structure of composition C42H55F4N8P2RbS.

Kohn-Sham gap in eV: 5.8
Energy relative to the best compared isomer or geometry (same formula, charge and spin) in kcal/mol: 0.0
Total charge: 0
E_LUMO in eV: -0.400
Electronic energy in hartree: -3575.97955

XYZ file:
```
113
Properties=species:S:1:pos:R:3:forces:R:3:mulliken_charge:R:1
Rb -0.245107 -1.002333 0.692227 -0.1 -0.8 -0.1 0.210
C -3.459572 -3.419828 1.532066 0.0 0.0 0.0 -1.408
N -2.538876 -2.480700 2.139894 0.1 0.0 0.0 1.040
C -1.575193 -3.185849 2.967318 0.0 -0.1 0.0 -0.971
C -3.286374 -1.463957 2.874691 -0.1 0.0 0.0 -1.070
C -2.473530 -0.561530 3.797316 -0.1 -0.1 0.0 -1.496
N -1.305647 -0.007730 3.148566 0.0 0.1 0.0 1.088
C -0.698303 1.029601 3.700249 0.1 0.0 0.1 -0.852
C 0.514095 1.513499 3.107898 -0.1 0.0 0.0 0.848
F 1.000189 0.847112 2.021252 0.2 0.3 0.2 0.410
C 1.212003 2.608576 3.533334 0.1 0.0 0.1 -0.374
F 2.327505 2.955249 2.849078 0.1 0.0 0.0 -0.405
C 0.844614 3.342382 4.650234 0.0 0.0 0.0 -0.982
C -0.291923 2.883137 5.292033 0.0 0.0 -0.1 0.299
F -0.709028 3.522403 6.398745 0.0 0.1 0.1 -0.387
C -1.029332 1.800928 4.864536 0.1 -0.1 -0.1 0.692
F -2.101770 1.474736 5.630302 -0.1 -0.1 0.0 -0.409
H -4.024209 -3.994859 2.286927 0.0 0.0 0.0 0.425
H -2.916750 -4.126498 0.901740 0.0 0.0 0.0 0.242
H -4.182896 -2.887511 0.911134 0.0 0.0 0.0 0.326
H -2.046623 -3.693851 3.826245 0.0 0.0 0.0 0.279
H -0.819098 -2.490828 3.327273 0.0 0.0 0.1 -0.001
H -1.066755 -3.941758 2.365176 0.0 0.0 0.0 0.362
H -4.065330 -1.943243 3.497756 0.0 0.0 0.0 0.378
H -3.812971 -0.852121 2.133346 0.0 0.0 0.0 0.322
H -2.198131 -1.142239 4.692735 0.0 0.0 0.0 0.551
H -3.186330 0.188960 4.151935 0.0 0.0 0.0 0.475
H 1.391789 4.207784 4.987659 0.0 0.0 0.0 0.497
C -3.444973 0.878025 -2.338709 -0.1 0.0 0.0 -1.850
P -1.899565 1.142917 -1.392907 0.1 0.1 -0.2 1.314
C -0.897744 2.009732 -2.699125 -0.1 0.0 0.0 -0.240
N -1.539023 2.537804 -3.709172 0.1 0.1 0.0 -0.227
C -0.822248 3.241891 -4.628054 -0.1 0.0 0.0 0.170
C -1.484804 3.828214 -5.731363 0.0 0.0 0.0 -0.420
C -0.776474 4.574708 -6.628180 0.0 0.0 0.0 -0.519
C 0.615255 4.767126 -6.464522 0.0 0.0 0.0 -0.576
C 1.274174 4.205047 -5.409699 0.0 0.0 0.0 -0.544
C 0.561012 3.422661 -4.473366 0.1 0.0 0.1 0.122
N 1.225617 2.836496 -3.439225 -0.1 0.1 -0.1 -0.194
C 0.536642 2.123190 -2.587487 0.1 0.0 -0.1 -0.596
P 1.460298 1.235014 -1.245344 0.0 -0.1 0.0 1.001
C 2.654455 2.535986 -0.774897 0.1 0.0 0.0 -1.700
C 2.487450 0.001331 -2.219556 0.1 0.0 0.0 2.012
C 3.471211 0.590315 -3.227269 0.0 0.0 0.0 -1.876
C 3.278018 -0.795611 -1.174629 0.0 0.1 0.1 -1.756
C 1.511718 -0.939630 -2.928830 -0.1 0.1 -0.1 -2.005
C -2.334270 2.592048 -0.277113 -0.1 0.0 0.1 2.284
C -1.045100 3.152997 0.323500 0.1 0.0 0.0 -1.823
C -3.184755 2.009482 0.858339 0.0 0.0 0.0 -2.553
C -3.100334 3.715294 -0.972216 0.0 -0.1 0.0 -1.877
H -3.781214 1.757546 -2.880005 0.0 0.0 0.0 0.528
H -4.221793 0.553815 -1.642848 0.0 0.0 0.0 0.430
H -3.281470 0.072327 -3.056420 0.0 0.0 0.0 0.374
H -2.550961 3.667807 -5.823763 0.0 0.0 0.0 0.461
H -1.278939 5.029554 -7.471758 0.0 0.0 0.0 0.395
H 1.156759 5.365131 -7.185688 0.0 0.0 0.0 0.396
H 2.339157 4.328457 -5.261230 0.0 0.0 0.0 0.464
H 3.106635 3.025765 -1.635462 0.0 0.0 0.0 0.414
H 3.430831 2.086246 -0.153039 0.0 0.0 0.0 0.340
H 2.143791 3.276674 -0.158593 0.0 0.0 0.0 0.375
H 4.197893 1.245891 -2.745318 0.0 0.0 0.0 0.375
H 2.965102 1.162090 -4.000040 0.0 0.0 -0.1 0.330
H 4.028766 -0.220840 -3.706599 0.0 0.0 0.0 0.481
H 3.984264 -0.156984 -0.638731 0.0 0.0 0.0 0.403
H 3.852626 -1.585768 -1.666107 0.0 0.0 0.0 0.651
H 2.631133 -1.272238 -0.434404 0.0 0.0 0.0 0.108
H 1.005646 -0.433517 -3.755422 0.0 0.0 0.0 0.358
H 0.744114 -1.331737 -2.255309 0.0 0.0 0.0 0.356
H 2.054877 -1.794238 -3.343517 0.0 0.0 0.0 0.518
H -0.432448 2.372889 0.777877 0.0 0.0 0.0 0.021
H -1.295280 3.871882 1.108738 0.0 0.0 0.0 0.712
H -0.443931 3.677167 -0.424805 0.0 0.0 0.0 0.350
H -2.631307 1.265459 1.438730 0.0 0.0 0.0 0.575
H -4.104226 1.552640 0.483869 0.0 0.0 0.0 0.427
H -3.474908 2.813136 1.540835 0.0 0.0 0.0 0.547
H -2.557000 4.119611 -1.825612 0.0 0.0 0.0 0.350
H -3.264807 4.528948 -0.260079 0.0 0.0 0.0 0.512
H -4.079960 3.385503 -1.319830 0.0 0.0 0.0 0.355
C -3.514462 -3.447479 -2.257882 0.0 0.0 0.0 -0.876
C -3.010753 -4.597282 -2.841893 0.0 0.0 0.0 -0.737
C -1.661466 -4.876304 -2.702742 0.0 0.1 0.0 -0.567
C -0.856765 -3.987572 -1.992126 0.0 -0.1 0.0 0.107
N -1.342187 -2.884674 -1.422036 0.0 0.0 0.0 0.755
C -2.639187 -2.635476 -1.553112 -0.1 0.1 0.0 -0.820
C 0.600946 -4.250961 -1.825803 0.0 0.0 0.0 0.641
C 1.319080 -4.881870 -2.837216 0.0 0.0 0.0 -0.918
C 2.664393 -5.145060 -2.640904 0.0 0.0 0.0 -0.601
C 3.242250 -4.769547 -1.441199 0.0 0.0 0.0 -0.851
C 2.450689 -4.125751 -0.499043 0.1 0.0 0.0 0.127
N 1.160896 -3.860465 -0.678849 -0.1 0.0 0.0 0.148
H -4.561151 -3.185113 -2.329161 0.0 0.0 0.0 0.509
H -3.657163 -5.272360 -3.387509 0.0 0.0 0.0 0.436
H -1.238151 -5.780910 -3.116017 0.0 0.0 0.0 0.536
H -3.002199 -1.737663 -1.061645 0.0 0.0 0.0 0.589
H 0.836942 -5.141265 -3.769564 0.0 0.0 0.0 0.474
H 3.248556 -5.632663 -3.410654 0.0 0.0 0.0 0.416
H 4.285421 -4.956396 -1.226209 0.0 0.0 0.0 0.461
H 2.875782 -3.801328 0.444739 0.0 0.0 0.0 0.098
C 4.263102 -0.160192 2.846442 0.0 0.0 0.0 -0.716
N 3.290350 -0.390061 3.878236 -0.1 0.1 0.1 0.274
C 3.327266 0.334269 5.142288 0.0 0.0 0.0 -0.702
C 2.047233 -0.143069 5.836707 0.0 0.0 0.0 -0.107
N 1.778359 -1.381729 5.112121 0.1 0.0 -0.1 -0.216
C 2.425592 -1.411850 3.921965 0.0 -0.3 0.0 0.019
S 2.194283 -2.605307 2.760809 0.0 0.2 0.0 -0.258
H 4.257454 0.896732 2.575160 0.0 0.0 0.0 0.264
H 3.992747 -0.764793 1.984566 0.0 0.0 0.0 -0.002
H 5.267524 -0.441729 3.179353 0.0 0.0 0.0 0.333
H 3.337187 1.409783 4.970967 0.0 0.0 0.0 0.283
H 4.226313 0.058463 5.705948 0.0 0.0 0.0 0.437
H 1.233826 0.574658 5.714780 0.0 0.0 0.0 -0.135
H 2.205034 -0.337058 6.896392 0.0 0.0 0.0 0.437
H 0.905894 -1.875761 5.175764 -0.1 0.0 0.0 0.320
```
Forces are in eV/Å.

---

Question: The highest total charge belongs to which entry?
Answer: C42H55ClN6O6PPbSSi

---

Question: Which value of electronic energy does entry 2 give?
Answer: -3575.97955 hartree

---

Question: Among the records above, which one has the lowest Kohn-Sham gap?
Answer: C42H55F4N8P2RbS